Entry 1:
{"formula": "C27H60BrN3", "method": "ωB97M-V/def2-TZVPD", "e_tot_ev": -103468.38953, "lumo_ev": -4.10, "e_above_lowest_kcal_mol": 93.93, "charge": 2, "species": ["C", "C", "C", "C", "N", "C", "C", "C", "C", "C", "H", "H", "H", "H", "H", "H", "H", "H", "H", "H", "H", "H", "H", "H", "H", "H", "H", "H", "H", "H", "C", "C", "C", "C", "N", "C", "C", "C", "C", "C", "H", "H", "H", "H", "H", "H", "H", "H", "H", "H", "H", "H", "H", "H", "H", "H", "H", "H", "H", "H", "C", "C", "C", "C", "N", "C", "C", "C", "C", "C", "H", "H", "H", "H", "H", "H", "H", "H", "H", "H", "H", "H", "H", "H", "H", "H", "H", "H", "H", "H", "Br"], "xyz": [[-6.4586, -3.3019, 4.6016], [-5.5277, -2.0589, 4.7154], [-4.0386, -2.3839, 4.9646], [-3.4099, -2.9656, 3.6439], [-1.8085, -2.8793, 3.6089], [-1.0786, -3.6795, 4.7622], [-0.4470, -4.9035, 4.1574], [-0.0150, -4.4074, 2.7917], [-1.3075, -3.6443, 2.3244], [-1.2742, -1.3473, 3.6310], [-6.4492, -3.9241, 5.4964], [-6.0333, -3.9913, 3.8722], [-7.4826, -3.1820, 4.2476], [-5.8496, -1.6615, 5.6780], [-5.6064, -1.4863, 3.7913], [-3.8893, -3.0386, 5.8232], [-3.4974, -1.4483, 5.1054], [-3.8073, -2.4934, 2.7455], [-3.6601, -4.0260, 3.6104], [-0.3508, -3.1593, 5.3851], [-1.8711, -3.9439, 5.4622], [0.4099, -5.1561, 4.7819], [-1.1668, -5.7217, 4.1836], [0.7959, -3.6806, 2.7445], [0.3574, -5.2425, 2.1983], [-1.0461, -2.9904, 1.4923], [-2.0469, -4.3237, 1.9005], [-0.1942, -1.3986, 3.7694], [-1.6967, -0.7015, 4.4007], [-1.6460, -0.9771, 2.6755], [3.2346, 1.1060, 1.8344], [2.0375, 1.7991, 2.4593], [0.7384, 1.7524, 1.6073], [0.8393, 2.5623, 0.2732], [-0.4259, 2.7609, -0.6043], [-0.1638, 3.8986, -1.6874], [-1.5059, 4.5242, -1.9480], [-2.3617, 4.1848, -0.7171], [-1.5627, 3.3421, 0.2407], [-0.8821, 1.3477, -1.2149], [3.7185, 1.7660, 1.1143], [3.0680, 0.1577, 1.3235], [4.0203, 0.9473, 2.5731], [2.2046, 2.7674, 2.9312], [1.6882, 1.2836, 3.3540], [-0.0810, 2.0434, 2.2645], [0.5884, 0.6925, 1.4018], [1.6390, 2.2262, -0.3868], [1.0127, 3.5905, 0.5907], [0.2359, 3.3588, -2.5459], [0.6443, 4.5994, -1.4772], [-2.1597, 4.2084, -2.7609], [-1.3518, 5.6011, -2.0156], [-3.2642, 3.7136, -1.1064], [-2.5847, 5.1058, -0.1784], [-2.1157, 2.5196, 0.6941], [-1.1030, 3.9581, 1.0136], [-0.1147, 0.8178, -1.7792], [-1.7899, 1.5983, -1.7637], [-1.1062, 0.7421, -0.3368], [5.6009, 1.2932, -2.5363], [4.3516, 0.9364, -1.7725], [3.4821, -0.0991, -2.5037], [3.1556, 0.4016, -3.9617], [1.8041, -0.1000, -4.4985], [1.8068, -0.0263, -6.0553], [1.5999, 1.5160, -6.3757], [0.4482, 1.9673, -5.4409], [0.7010, 1.0019, -4.1969], [1.3190, -1.5027, -3.9504], [6.0221, 0.4075, -3.0119], [6.4714, 1.5709, -1.9421], [5.4686, 2.1453, -3.2030], [3.7995, 1.8718, -1.6814], [4.6955, 0.5947, -0.7962], [2.5522, -0.0573, -1.9366], [3.9495, -1.0829, -2.4610], [4.0165, 0.0222, -4.5122], [3.2370, 1.4720, -4.1511], [0.9522, -0.5879, -6.4327], [2.6584, -0.6147, -6.3968], [1.1252, 1.8457, -7.2999], [2.4856, 2.1409, -6.2617], [-0.5102, 1.8400, -5.9442], [0.4836, 3.0446, -5.2785], [-0.2756, 0.5332, -4.0759], [0.9355, 1.5526, -3.2859], [1.3074, -1.5368, -2.8610], [2.1372, -2.0712, -4.3925], [0.3407, -1.6200, -4.4167], [0.8781, -1.7155, -0.0848]], "lowdin_charge": [-0.10, -0.23, -0.18, -0.08, -0.16, -0.10, -0.17, -0.15, -0.11, 0.06, 0.08, 0.05, 0.08, 0.11, 0.11, 0.11, 0.09, 0.13, 0.12, 0.13, 0.11, 0.13, 0.13, 0.10, 0.13, 0.01, 0.13, 0.10, 0.08, 0.09, -0.10, -0.24, -0.20, -0.09, -0.20, -0.07, -0.15, -0.15, -0.11, 0.05, 0.06, 0.04, 0.08, 0.11, 0.10, 0.11, 0.02, 0.12, 0.12, 0.10, 0.14, 0.12, 0.12, 0.12, 0.13, 0.13, 0.14, 0.04, 0.11, 0.06, -0.12, -0.27, -0.18, -0.10, -0.21, -0.05, -0.13, -0.14, -0.09, 0.06, 0.08, 0.08, 0.08, 0.10, 0.11, 0.03, 0.13, 0.13, 0.13, 0.13, 0.13, 0.12, 0.11, 0.11, 0.11, 0.12, 0.08, 0.00, 0.11, 0.10, -0.26]}

***

Entry 2:
{"formula": "C27H60F6N11O25Tl", "method": "ωB97M-V/def2-TZVPD", "e_tot_ev": -117510.85374, "lumo_ev": -4.63, "e_above_lowest_kcal_mol": 0.00, "charge": 0, "species": ["Tl", "C", "O", "O", "C", "F", "F", "F", "C", "C", "H", "H", "H", "H", "H", "H", "C", "O", "O", "C", "F", "F", "F", "C", "C", "H", "H", "H", "H", "H", "H", "C", "C", "C", "C", "C", "C", "N", "O", "C", "C", "C", "H", "H", "H", "H", "H", "H", "H", "H", "H", "H", "H", "H", "H", "H", "H", "H", "H", "H", "C", "N", "O", "O", "H", "H", "H", "C", "N", "O", "O", "H", "H", "H", "C", "N", "O", "O", "H", "H", "H", "C", "N", "O", "O", "H", "H", "H", "C", "N", "O", "O", "H", "H", "H", "C", "N", "O", "O", "H", "H", "H", "C", "N", "O", "O", "H", "H", "H", "C", "N", "O", "O", "H", "H", "H", "C", "N", "O", "O", "H", "H", "H", "C", "N", "O", "O", "H", "H", "H"], "xyz": [[30.1547, 7.1263, -27.5852], [31.9258, 3.1094, -27.0497], [33.3352, 3.3192, -27.2798], [31.2887, 4.3475, -27.3798], [31.3800, 1.7224, -27.6509], [31.8166, 0.6384, -26.9955], [30.0287, 1.6334, -27.5855], [31.6089, 1.5689, -28.9662], [34.2839, 2.3871, -26.7934], [35.6519, 2.8233, -27.4355], [35.7430, 3.9093, -27.4161], [36.4386, 2.6111, -26.7115], [35.8379, 2.5514, -28.4746], [34.0270, 1.3962, -27.1678], [34.3220, 2.4212, -25.7046], [31.7232, 3.0061, -25.9837], [29.0813, 8.5817, -31.3144], [30.3933, 8.2116, -31.7728], [29.2563, 8.7131, -29.9415], [28.5447, 9.7321, -32.2677], [29.3141, 10.7209, -32.5763], [28.2827, 9.1858, -33.4726], [27.3743, 10.2086, -31.9421], [30.5962, 7.2326, -32.8624], [32.1177, 7.1262, -32.9918], [32.6168, 7.0225, -32.0284], [32.4301, 6.3029, -33.6341], [32.4668, 8.0886, -33.3662], [30.1732, 7.6463, -33.7778], [30.1656, 6.2530, -32.6545], [28.5095, 7.6719, -31.4973], [32.4625, 11.5088, -26.0513], [32.9103, 10.6845, -24.8387], [33.2971, 11.6549, -23.6976], [33.4980, 11.0731, -22.3576], [32.3044, 10.3063, -21.9382], [31.9992, 9.1532, -22.9257], [31.8627, 9.7149, -24.2843], [31.2880, 8.7909, -25.2852], [30.6011, 8.5808, -22.4488], [32.9465, 7.9378, -22.7579], [34.1188, 9.8306, -25.3667], [33.2268, 12.1849, -26.4344], [31.6219, 12.1637, -25.8220], [32.1399, 10.8627, -26.8678], [32.6158, 12.5056, -23.7187], [34.2702, 12.0942, -23.9172], [33.6283, 11.8200, -21.5744], [34.3227, 10.3607, -22.3380], [31.3906, 10.8841, -21.8000], [32.4516, 9.8285, -20.9696], [30.2756, 7.7341, -23.0532], [29.7328, 9.2165, -22.6220], [30.5373, 8.2286, -21.4192], [33.9400, 8.3824, -22.8176], [32.9728, 7.2504, -23.6034], [32.8683, 7.4602, -21.7813], [34.6129, 9.1649, -24.6590], [34.9556, 10.5113, -25.5230], [33.9695, 9.3270, -26.3218], [33.9079, 4.7792, -30.0028], [32.4391, 4.9539, -30.2978], [31.9917, 4.1945, -31.1032], [31.8861, 5.9662, -29.8586], [34.4126, 5.6209, -30.4772], [34.1356, 3.7628, -30.3241], [33.9136, 4.8350, -28.9143], [27.0748, 7.6057, -23.2062], [27.0452, 7.0888, -24.6063], [26.2807, 6.1572, -24.8531], [27.7599, 7.5851, -25.4513], [26.2145, 7.0965, -22.7716], [27.0453, 8.6952, -23.1993], [28.0662, 7.3344, -22.8434], [29.0234, 3.0098, -30.6349], [28.6692, 4.4872, -30.6040], [29.2536, 5.1710, -29.7866], [27.7521, 4.8033, -31.3547], [29.1392, 2.7582, -31.6891], [28.1178, 2.5221, -30.2742], [29.9916, 2.8655, -30.1556], [34.7546, 5.9405, -25.5237], [34.3870, 6.4235, -26.8864], [35.2888, 6.6022, -27.6927], [33.2249, 6.6915, -27.1888], [33.7794, 5.8500, -25.0454], [35.5073, 6.5815, -25.0647], [35.1380, 4.9231, -25.6007], [32.9870, 10.4779, -29.9997], [33.1516, 9.1014, -29.5055], [34.1637, 8.5282, -29.7610], [32.2669, 8.7661, -28.7080], [32.1507, 11.0002, -29.5352], [32.8952, 10.4314, -31.0849], [33.9109, 10.9871, -29.7254], [25.3435, 6.1773, -29.0758], [26.1176, 7.1040, -28.2326], [25.5983, 8.0399, -27.6067], [27.3118, 6.8942, -28.1851], [24.3450, 6.6125, -29.1166], [25.2985, 5.1569, -28.6952], [25.8365, 6.1464, -30.0475], [27.7161, 2.6352, -25.9466], [27.6135, 3.7026, -26.9634], [27.1105, 3.3117, -28.0143], [28.0414, 4.8741, -26.6943], [27.1202, 3.0596, -25.1386], [28.7685, 2.6020, -25.6649], [27.1792, 1.7496, -26.2866], [26.3030, 10.9212, -28.8825], [25.4135, 11.3270, -27.7608], [25.8870, 11.1949, -26.6664], [24.3069, 11.6870, -28.0127], [27.1201, 11.6396, -28.8156], [25.8196, 10.9063, -29.8593], [26.6376, 9.9067, -28.6658], [28.6170, 10.8947, -24.8967], [28.9979, 10.9100, -26.3709], [29.0561, 9.8299, -26.9134], [29.0590, 11.9834, -26.9307], [29.4182, 11.2154, -24.2308], [28.4069, 9.8687, -24.5948], [27.6762, 11.4395, -24.8171], [31.5257, 4.4015, -23.3535], [30.2759, 4.8101, -24.0386], [30.3605, 5.7580, -24.8470], [29.2619, 4.1242, -23.8848], [31.8942, 3.4451, -23.7244], [31.2476, 4.2178, -22.3158], [32.2649, 5.1984, -23.4353]], "lowdin_charge": [1.13, -0.36, -0.14, -0.25, -0.53, 0.13, 0.11, 0.13, -0.24, -0.05, 0.04, 0.07, 0.08, 0.11, 0.11, 0.11, -0.36, -0.13, -0.13, -0.62, 0.19, 0.11, 0.16, -0.20, -0.07, 0.05, 0.08, 0.07, 0.11, 0.11, 0.15, -0.02, -0.41, -0.14, -0.20, -0.15, -0.44, 0.08, -0.03, -0.04, -0.01, 0.00, 0.10, 0.08, 0.07, 0.13, 0.13, 0.13, 0.12, 0.13, 0.13, 0.05, 0.06, 0.10, 0.06, 0.06, 0.10, 0.07, 0.09, 0.08, 0.07, -0.40, 0.07, -0.02, 0.10, 0.10, 0.05, 0.07, -0.40, 0.05, 0.02, 0.10, 0.09, 0.08, 0.05, -0.40, 0.01, 0.03, 0.09, 0.09, 0.07, 0.06, -0.39, 0.04, 0.00, 0.07, 0.10, 0.08, 0.05, -0.41, 0.09, -0.06, 0.10, 0.10, 0.10, 0.06, -0.38, 0.03, -0.04, 0.10, 0.09, 0.09, 0.03, -0.35, 0.04, -0.01, 0.10, 0.08, 0.10, 0.04, -0.46, 0.05, 0.09, 0.10, 0.09, 0.07, 0.05, -0.40, 0.00, 0.06, 0.08, 0.05, 0.09, 0.05, -0.37, -0.02, 0.05, 0.10, 0.10, 0.07]}